{
  "formula": "C33H35F24N3O6S",
  "method": "ωB97M-V with the def2-TZVPD basis set",
  "spin_multiplicity": 2,
  "homo_lumo_gap_ev": [2.3, 6.8],
  "charge": -1,
  "s_squared": 0.76,
  "species": ["H", "N", "C", "H", "H", "H", "O", "C", "C", "C", "F", "C", "C", "C", "S", "F", "C", "F", "C", "H", "F", "F", "O", "C", "H", "O", "C", "N", "F", "C", "C", "H", "C", "F", "O", "H", "H", "C", "C", "F", "C", "H", "F", "C", "H", "H", "H", "C", "C", "H", "F", "H", "H", "C", "H", "H", "F", "F", "H", "C", "F", "C", "H", "F", "F", "C", "H", "O", "C", "C", "F", "H", "C", "H", "F", "F", "H", "H", "H", "F", "H", "H", "C", "F", "F", "H", "H", "H", "H", "C", "H", "O", "C", "H", "F", "C", "F", "C", "C", "N", "F", "H"],
  "coordinates": [[-2.35681, -1.24837, 5.46319], [0.97217, -1.58352, -5.67527], [-2.10595, -1.34356, -3.50112], [-1.68159, 3.31856, -4.68351], [-3.82885, 1.80814, 1.93635], [2.80808, 2.25213, 3.67955], [-1.46558, -0.72579, -0.46160], [-2.07486, 0.76968, 4.68309], [-3.98699, 1.73334, -2.78118], [4.50489, 2.09861, 0.08301], [1.17616, 4.85988, -1.52624], [1.54768, 0.26932, -2.77783], [2.88763, 3.16327, 4.27250], [-3.37392, -0.97531, 3.59565], [2.64928, 1.62429, -3.29347], [0.50323, -1.49758, 0.13589], [1.47239, 4.74696, -0.24965], [0.51356, 3.51883, 4.50808], [1.63440, 4.03186, 4.05846], [5.24200, 2.13976, -2.01965], [1.68109, -4.01644, 6.03659], [-0.10015, -5.36899, 7.86026], [1.86151, 2.68907, -3.89863], [0.53073, -4.53065, 5.63203], [0.61785, -3.60238, -5.18273], [3.15455, 2.17517, -1.79928], [-3.27793, 1.69040, -1.54344], [-3.84288, -0.07287, 2.67393], [-1.06171, -1.48107, 1.55809], [-0.32628, -3.08575, -7.01544], [0.62390, 5.21046, 2.14837], [-0.14156, 0.01570, -8.38405], [-2.10400, 2.85081, -3.80647], [0.61679, 1.39776, 0.13675], [3.81983, 0.96634, -3.98568], [2.31188, -4.12557, 3.33086], [-1.51220, -2.86130, -0.50448], [-2.51296, -0.58946, 4.62185], [-2.45765, 1.67398, 3.69232], [3.03305, 2.81504, 5.50701], [0.84317, -4.95456, 1.93447], [-0.82218, -5.90990, 2.88071], [-1.81996, -3.51521, -2.75052], [-1.46077, -2.29344, -2.46742], [-2.96037, -2.16051, -0.88965], [5.32474, 1.66799, 0.65793], [1.20846, 6.11807, 2.29883], [-3.37037, 1.22162, 2.71876], [-0.67042, -5.28744, 1.99889], [-2.04985, 2.67225, 3.75217], [1.06058, 0.39522, 1.99536], [-0.48187, 3.28076, -2.42447], [-0.96173, -6.08069, 6.34762], [0.11471, 0.57317, 1.07836], [-4.98902, 1.33869, -2.86245], [1.83956, 3.73980, -0.05238], [-0.38127, 6.16624, 0.27682], [0.83200, -6.78983, 6.44458], [4.49488, 3.17941, 0.22400], [0.76445, -0.57169, -6.54590], [-0.35580, -3.56609, 5.52775], [0.05969, -0.78057, -7.68274], [3.56368, 1.83591, 0.56593], [-3.39841, -1.29561, -3.24401], [1.57214, -5.99576, 1.88227], [-1.89527, -2.00767, -1.06368], [0.72454, 0.81400, -2.31536], [1.50601, 4.20489, 2.62191], [4.46516, 1.73695, -1.36976], [0.27114, 5.03717, 0.70085], [1.88529, 5.20533, 4.63160], [1.27403, -0.23231, -3.70605], [0.45449, -2.78855, -5.87367], [-0.67537, 1.03402, 1.67123], [-0.11893, -2.33658, -2.43785], [-1.97352, -1.63699, -4.76888], [4.59446, 0.68235, -1.61309], [1.12212, 0.40728, -6.26291], [2.00054, -0.41413, -2.05958], [-1.41785, -4.21529, 2.21662], [-1.85392, -0.29589, -3.33691], [-1.13421, -2.17369, -8.79628], [0.03981, -5.71548, 6.57491], [2.43615, 5.61823, 0.00778], [-0.59429, 4.04868, 0.57953], [-3.68812, 1.19068, -0.67832], [-0.75912, -4.07171, -7.09882], [0.78890, -3.31351, 3.23190], [-3.87055, -1.93336, 3.55217], [1.23942, -4.30573, 3.25688], [-1.41121, 1.13507, 5.45280], [0.82231, -5.16184, 4.37580], [-3.43673, 2.35421, -3.88589], [-0.23344, 5.39788, 2.79486], [-1.13054, -5.93015, 0.87540], [-0.53905, -2.04547, -7.90424], [4.00410, 3.67505, 3.85938], [-0.49941, -0.80552, 0.56867], [-1.44245, 2.80552, -2.55802], [-2.01435, 2.25297, -1.44938], [1.16032, -4.27877, 0.82021], [-4.00727, 2.36373, -4.80284]],
  "forces_ev_per_angstrom": [[0.30, -0.28, 0.00], [0.24, 0.06, 0.80], [1.18, 2.36, 1.60], [0.32, 0.02, 0.09], [0.31, 0.67, 0.03], [-0.81, -0.27, -0.14], [0.35, -0.13, -0.64], [0.90, -0.03, 0.56], [0.39, 0.24, 1.37], [-0.27, 0.52, 0.66], [-0.89, 0.15, -1.27], [0.17, 1.37, -0.28], [-2.12, -2.80, -2.58], [0.39, 1.97, 0.95], [1.84, -1.79, -0.11], [2.69, -2.00, -0.90], [-0.47, -1.17, 1.62], [-0.21, -0.27, 0.80], [0.76, 0.66, -3.54], [-0.04, 0.81, 0.29], [0.67, 0.67, 1.05], [1.04, 0.67, 0.67], [1.25, -1.33, 0.70], [0.87, -2.37, -1.86], [0.31, 0.27, 0.49], [-0.38, -0.23, -2.13], [1.84, 1.23, -2.17], [-0.10, -0.75, -0.49], [0.16, 0.03, 1.15], [0.40, 0.91, 0.65], [1.39, 1.69, 1.68], [0.09, 0.11, -0.03], [-1.20, -0.28, 0.76], [-0.05, -0.61, -0.47], [-2.83, 2.29, 1.58], [0.06, -0.41, -0.29], [0.55, 0.12, 0.17], [-1.25, -0.53, -0.74], [-1.43, -0.73, -1.46], [-0.10, -0.26, 3.26], [-1.74, 1.83, 1.23], [0.09, -0.55, -0.30], [-1.27, -2.51, -0.68], [0.15, 1.77, 0.36], [-0.16, 0.74, -0.44], [0.05, -0.02, -0.25], [-0.14, 0.49, -0.67], [0.94, -0.04, 0.93], [0.10, -1.38, 0.26], [-0.25, 0.32, -0.32], [1.57, -1.20, 0.30], [0.17, -0.14, 0.01], [-0.12, 0.44, -0.96], [-3.29, 0.64, 0.91], [-0.06, -0.18, 0.20], [-0.03, -0.16, 0.00], [0.35, 0.16, 0.20], [0.87, 0.12, 0.30], [0.46, 0.17, -0.21], [0.11, -1.17, 1.06], [-0.50, 0.21, 0.11], [-1.37, -0.85, -1.00], [-0.01, -0.60, -0.06], [-2.64, -0.96, 0.53], [1.81, -4.76, -0.53], [-0.17, 0.29, 2.72], [-0.24, -0.32, -0.01], [0.36, -1.43, 1.57], [0.08, -0.61, -0.64], [0.20, 0.38, -0.61], [-0.44, 1.02, 0.63], [-0.07, -0.12, 0.10], [-0.38, 0.47, -1.65], [-0.55, 0.59, -0.61], [1.07, 0.83, -0.90], [0.67, -1.06, -1.61], [-0.41, -0.37, 0.61], [0.31, 0.04, 0.01], [0.26, 0.23, -0.20], [-0.23, 1.16, -0.40], [1.23, 0.07, 0.03], [-0.10, -0.12, -0.05], [-1.61, -0.09, -1.06], [1.28, 1.22, 0.47], [-0.79, -1.21, -0.29], [0.15, 0.10, 0.24], [-0.09, 0.02, -0.27], [-0.40, 0.06, 0.68], [0.25, -0.39, 0.10], [-0.30, 1.69, 0.75], [0.12, -0.24, 0.25], [-0.95, 0.98, 0.05], [1.67, -0.12, 0.44], [-0.51, -0.71, -0.33], [0.52, 0.40, 0.39], [0.57, 0.28, -0.02], [2.13, 2.43, -0.82], [-1.57, 1.19, -1.34], [-1.99, -0.57, 0.05], [-1.33, -0.59, -0.79], [-0.26, 1.37, -0.13], [0.11, 0.20, -0.17]],
  "mulliken_spin": [0.004, 0.000, 0.000, 0.000, 0.023, 0.014, 0.002, 0.496, 0.002, 0.004, 0.000, 0.000, 0.022, 0.086, 0.000, -0.001, 0.002, -0.003, -0.017, 0.000, 0.000, 0.000, 0.000, -0.001, 0.000, -0.002, 0.012, 0.289, -0.004, 0.000, -0.001, 0.000, 0.000, -0.028, 0.000, 0.001, -0.002, -0.050, -0.108, -0.007, -0.003, 0.000, 0.000, 0.001, 0.003, 0.000, 0.000, 0.214, 0.008, -0.020, 0.008, 0.001, 0.000, -0.025, 0.000, 0.000, 0.000, 0.000, -0.001, 0.000, 0.007, 0.000, 0.000, 0.000, 0.000, 0.000, 0.000, -0.008, 0.001, 0.000, 0.000, 0.000, 0.000, 0.043, 0.000, 0.000, 0.000, 0.000, 0.001, 0.001, 0.000, 0.000, 0.000, 0.000, 0.012, -0.008, 0.000, -0.004, 0.000, 0.008, 0.033, -0.003, 0.000, 0.001, 0.000, 0.000, -0.001, 0.004, 0.002, -0.006, 0.000, 0.000]
}